## w
DFT (wB97M-V/def2-TZVPD) results for a cluster of 2 separate species, C4H11NO2 in total.

Last column: Löwdin spin population.
Atoms and positions in Å:
C: -0.247 -0.313 -1.867  -0.008
C: -0.020 0.509 -0.611  0.002
N: -0.941 0.556 0.376  0.474
C: -0.642 1.300 1.623  0.040
C: -2.053 -0.341 0.466  0.065
O: 0.994 1.175 -0.499  0.339
H: -0.457 -1.332 -1.558  -0.003
H: 0.697 -0.335 -2.352  0.000
H: -0.964 0.190 -2.510  -0.002
H: -0.313 0.571 2.376  0.023
H: 0.120 2.017 1.426  0.002
H: -1.556 1.803 1.943  0.013
H: -2.943 0.250 0.380  0.034
H: -2.098 -0.758 1.458  0.017
H: -2.087 -1.143 -0.223  0.003
H: 2.576 -1.301 0.411  0.000
H: 1.732 -2.566 0.436  0.000
O: 2.641 -2.255 0.252  0.000

Its spin multiplicity is 2. The value obtained for the HOMO-LUMO gap (alpha / beta) is 11.074 / 5.779 eV. As for the net charge: +1. As for the expectation value of S²: 0.78.

## x
DFT (wB97M-V/def2-TZVPD) results for a cluster of 2 separate species, C4H11NO2 in total.

Last column: Löwdin spin population.
Atoms and positions in Å:
C: -2.195 -1.969 -0.718  0.076
N: -2.200 -0.474 -0.775  0.730
C: -0.955 -0.027 0.021  0.066
C: -0.531 1.394 -0.403  0.012
C: 0.459 1.933 0.609  0.001
O: 1.286 1.184 1.056  0.006
H: -3.146 -2.303 -1.152  0.001
H: -1.465 -2.375 -1.431  0.015
H: -2.026 -2.478 0.240  0.038
H: -3.101 -0.266 -0.319  0.022
H: -1.216 -0.136 1.080  0.031
H: -0.177 -0.722 -0.243  0.000
H: -1.403 2.052 -0.542  0.000
H: 0.002 1.415 -1.382  0.000
H: 0.270 2.961 0.973  0.001
H: 2.873 -1.430 0.632  0.000
H: 3.923 -0.383 0.258  0.000
O: 3.748 -1.335 0.258  0.000

Its spin multiplicity is 2. The value obtained for the HOMO-LUMO gap (alpha / beta) is 10.156 / 4.618 eV. As for the net charge: +1. As for the expectation value of S²: 0.75.

Stability ranking, top entry: w; the second entry is 127.8 kJ/mol less favorable.

## w
DFT (wB97M-V/def2-TZVPD) results for the molecule C5H6OS2.

Last column: Löwdin charge in e.
Atoms and positions in Å:
S: 1.763 1.763 1.864  0.704
C: 1.003 0.505 1.138  -0.677
C: -0.632 0.160 1.102  -0.166
C: -0.910 -0.237 -0.365  -0.659
S: -1.458 1.256 -1.159  0.734
C: 0.477 -0.664 -0.935  -0.239
O: 0.971 -1.773 -0.199  -0.006
C: 1.567 -0.535 0.163  -0.245
H: -0.933 1.329 1.185  0.104
H: -1.035 -0.478 1.760  0.062
H: -1.714 -0.855 -0.349  0.060
H: -2.509 0.550 -2.033  -0.014
H: 0.729 -0.598 -2.098  0.182
H: 2.682 -0.423 -0.072  0.160

The value obtained for the HOMO-LUMO gap is 8.468 eV.

## x
DFT (wB97M-V/def2-TZVPD) results for a structure of composition C5H6OS2.

Last column: Löwdin charge in e.
Atoms and positions in Å:
C: 0.216 0.449 1.733  -0.027
C: 0.974 -0.548 0.954  -0.472
C: 0.556 -0.830 -0.511  -0.524
C: -1.422 0.033 -1.459  -0.385
C: 0.060 0.466 -1.169  -0.862
H: 0.848 1.332 1.849  0.102
H: -0.756 0.792 1.309  0.092
H: 0.076 0.003 2.693  0.086
H: 1.356 -1.283 -1.098  0.121
H: -2.126 0.669 -0.966  0.066
H: -1.570 -0.097 -2.512  0.067
O: 1.944 -1.104 1.452  0.078
S: -1.099 -1.604 -0.613  0.886
S: 0.943 1.724 -1.663  0.770

The value obtained for the HOMO-LUMO gap is 8.402 eV.

Stability ranking, top entry: x; the second entry is 247.5 kJ/mol less favorable.

## w
DFT (wB97M-V/def2-TZVPD) results for the molecule C5H6OS2.

Last column: Löwdin charge in e.
Atoms and positions in Å:
S: -3.025 -0.359 -0.462  0.735
C: -1.500 -0.262 0.114  -0.776
C: -0.570 -1.435 0.398  -0.498
S: 1.072 -1.358 -0.395  0.885
C: 1.634 0.389 -0.240  -0.402
C: 0.357 1.129 -0.657  -0.301
O: -0.372 2.215 -0.054  0.048
C: -0.624 0.919 0.438  -0.341
H: -0.961 -2.381 0.012  0.068
H: -0.467 -1.601 1.493  0.096
H: 2.402 0.441 -1.022  0.071
H: 2.091 0.683 0.698  0.086
H: 0.051 0.910 -1.719  0.169
H: -0.088 0.710 1.395  0.158

The value obtained for the HOMO-LUMO gap is 8.377 eV.

## x
DFT (wB97M-V/def2-TZVPD) results for the molecule C5H6OS2.

Last column: Löwdin charge in e.
Atoms and positions in Å:
C: 2.590 0.061 0.315  0.007
C: 1.601 0.314 -0.530  -0.165
C: 0.180 0.059 0.074  -0.595
S: -0.630 -1.531 -0.399  0.840
C: -2.393 -0.952 -0.035  -0.720
S: -2.512 0.886 0.040  0.892
C: -0.707 1.254 -0.099  -0.685
O: -0.350 2.350 -0.477  0.033
H: 3.666 0.004 0.106  0.066
H: 2.264 -0.264 1.354  0.084
H: 1.714 0.641 -1.562  0.111
H: 0.314 -0.059 1.166  0.100
H: -2.972 -1.462 -0.836  0.038
H: -2.765 -1.303 0.882  -0.006

The value obtained for the HOMO-LUMO gap is 9.584 eV.

Stability ranking, top entry: x; the second entry is 181.9 kJ/mol less favorable.

## w
DFT (wB97M-V/def2-TZVPD) results for the ion C2H3N2O with charge +1.

Last column: Löwdin charge in e.
Atoms and positions in Å:
H: 1.176 -1.423 0.970  0.118
N: 1.334 -1.059 0.035  0.239
C: 0.792 -0.075 -0.428  -0.134
C: -0.368 0.712 0.181  0.082
N: -1.512 0.312 -0.007  0.056
O: -2.433 -0.227 -0.322  0.379
H: 1.025 0.340 -1.299  0.094
H: -0.014 1.421 0.869  0.168

The value obtained for the HOMO-LUMO gap (alpha / beta) is 8.120 / 8.120 eV. As for the net charge: +1.

## x
DFT (wB97M-V/def2-TZVPD) results for the ion C2H3N2O with charge +1.

Last column: Löwdin charge in e.
Atoms and positions in Å:
C: 0.192 0.148 -0.009  0.020
C: 1.493 0.020 -0.646  -0.091
O: 1.633 0.240 -2.300  0.046
N: 2.727 -0.302 -0.328  0.127
N: 3.822 -0.387 -0.163  0.490
H: -0.569 -0.290 -0.601  0.105
H: -0.134 1.254 -0.102  0.170
H: 0.153 -0.076 1.087  0.132

The value obtained for the HOMO-LUMO gap (alpha / beta) is 7.733 / 7.734 eV. As for the net charge: +1.

Stability ranking, top entry: w; the second entry is 153.7 kJ/mol less favorable.

## w
DFT (wB97M-V/def2-TZVPD) results for a cluster of 2 separate species, C5H12NO in total.

Last column: Löwdin spin population.
Atoms and positions in Å:
C: 0.628 0.401 -1.506  0.016
C: 1.528 -0.504 -0.705  -0.001
C: 1.719 -1.807 -1.044  0.001
C: 2.058 0.149 0.549  0.002
H: -0.237 0.671 -0.860  0.005
H: 0.251 -0.093 -2.420  0.001
H: 1.117 1.314 -1.914  0.001
H: 2.401 -2.431 -0.460  0.000
H: 1.363 -2.194 -1.990  0.000
H: 2.674 -0.551 1.118  0.000
H: 1.093 0.482 1.054  0.000
H: 2.659 1.037 0.319  0.000
N: -2.722 1.209 0.487  0.034
C: -1.982 -0.035 0.886  0.107
O: -0.694 0.244 1.166  0.717
H: -2.056 1.928 0.724  0.002
H: -3.631 1.387 0.857  0.000
H: -2.553 -0.453 1.746  0.064
H: -2.169 -0.744 0.000  0.050

Its spin multiplicity is 2. The value obtained for the HOMO-LUMO gap (alpha / beta) is 9.761 / 6.574 eV. As for the expectation value of S²: 0.76.

## x
DFT (wB97M-V/def2-TZVPD) results for a cluster of 2 separate species, C5H12NO in total.

Last column: Löwdin spin population.
Atoms and positions in Å:
C: 1.546 -0.847 1.230  -0.001
C: 1.042 0.529 0.737  -0.001
C: 0.511 0.472 -0.673  0.011
C: 1.174 0.912 -1.747  0.080
C: -1.746 0.169 -1.593  0.561
N: -0.709 -0.214 -0.798  0.224
H: 1.959 -1.393 0.375  0.000
H: 2.392 -0.678 1.894  0.000
H: 0.720 -1.486 1.535  0.000
H: 0.323 1.013 1.390  0.000
H: 1.883 1.225 0.695  0.000
H: 2.175 1.323 -1.709  0.007
H: 0.686 0.905 -2.711  0.009
H: -2.575 -0.514 -1.703  0.046
H: -1.682 0.970 -2.306  0.049
H: -0.925 -0.814 -0.019  0.005
H: -3.034 -0.291 1.769  0.001
H: -1.595 -0.816 2.173  0.000
O: -2.144 -0.463 1.463  0.007

Its spin multiplicity is 2. The value obtained for the HOMO-LUMO gap (alpha / beta) is 6.311 / 8.994 eV. As for the expectation value of S²: 0.76.

## y
DFT (wB97M-V/def2-TZVPD) results for a cluster of 2 separate species, C5H12NO in total.

Last column: Löwdin spin population.
Atoms and positions in Å:
C: -0.020 -1.757 1.508  0.006
C: 0.944 -1.547 0.302  0.008
C: 0.452 -0.466 -0.540  0.072
C: -0.562 -0.457 -1.456  -0.009
C: 1.483 1.714 -0.646  0.581
N: 0.695 0.871 -0.022  0.245
H: -1.050 -1.883 0.989  0.000
H: 0.115 -2.657 2.094  0.001
H: -0.141 -0.885 2.143  0.001
H: 1.973 -1.181 0.799  0.002
H: 0.958 -2.530 -0.186  0.000
H: -1.347 -1.208 -1.340  0.001
H: -0.689 0.359 -2.189  0.006
H: 1.108 2.798 -0.854  0.038
H: 2.601 1.482 -0.805  0.043
H: -0.044 1.298 0.567  0.005
H: -2.423 2.530 0.441  0.000
H: -2.245 1.620 -0.854  0.000
O: -1.808 1.898 0.049  -0.001

Its spin multiplicity is 2. The value obtained for the HOMO-LUMO gap (alpha / beta) is 6.293 / 9.160 eV. As for the expectation value of S²: 0.76.

Stability ranking, top entry: x; the second entry is 105.4 kJ/mol less favorable.

## w
DFT (wB97M-V/def2-TZVPD) results for the molecule C5H12NO.

Last column: Löwdin spin population.
Atoms and positions in Å:
C: 2.250 -0.727 -0.958  0.082
O: 3.465 -0.007 -0.893  0.845
C: 0.967 0.072 -0.482  0.000
C: -0.262 -0.859 -0.411  0.002
C: -1.656 -0.204 -0.129  0.000
C: -1.454 1.274 0.633  0.000
N: -0.631 1.095 1.731  0.000
H: 2.021 -1.065 -2.009  0.040
H: 2.218 -1.700 -0.277  0.031
H: 1.351 0.477 0.588  0.000
H: 0.849 0.947 -1.120  0.000
H: -0.204 -1.410 -1.338  0.000
H: -0.129 -1.655 0.395  0.001
H: -2.197 -0.962 0.419  0.000
H: -2.396 -0.072 -0.960  0.000
H: -1.172 2.178 0.131  0.000
H: -2.505 1.366 1.007  0.000
H: -0.833 0.226 2.203  0.000
H: 0.317 1.026 1.471  0.000

Its spin multiplicity is 2. The value obtained for the HOMO-LUMO gap (alpha / beta) is 9.639 / 7.027 eV. As for the expectation value of S²: 0.75.

## x
DFT (wB97M-V/def2-TZVPD) results for a cluster of 2 separate species, C5H12NO in total.

Last column: Löwdin spin population.
Atoms and positions in Å:
C: -1.220 -0.725 2.257  0.001
C: -2.085 -0.669 0.979  0.013
C: -1.280 -0.112 -0.181  0.083
C: -0.326 0.841 -0.076  0.003
N: 0.774 0.800 -0.951  0.214
C: 1.439 1.940 -1.276  0.566
H: -1.676 -1.394 2.979  0.000
H: -0.208 -0.986 1.979  0.000
H: -1.198 0.273 2.718  0.000
H: -2.392 -1.674 0.678  0.001
H: -2.961 -0.024 1.145  0.004
H: -1.547 -0.269 -1.222  0.009
H: -0.228 1.606 0.699  0.008
H: 1.390 -0.008 -0.910  0.001
H: 1.040 2.926 -1.091  0.051
H: 2.381 1.832 -1.798  0.045
H: 2.361 -1.586 -2.675  0.000
H: 3.235 -1.601 -1.424  0.000
O: 2.499 -1.171 -1.830  0.000

Its spin multiplicity is 2. The value obtained for the HOMO-LUMO gap (alpha / beta) is 6.272 / 8.651 eV. As for the expectation value of S²: 0.76.

Stability ranking, top entry: x; the second entry is 95.7 kJ/mol less favorable.

## w
DFT (wB97M-V/def2-TZVPD) results for a cluster of 2 separate species, C2H2N3O in total.

Last column: Löwdin charge in e.
Atoms and positions in Å:
C: -0.218 -0.556 1.509  -0.133
C: 0.161 0.374 0.504  0.030
N: -0.373 -1.339 2.329  0.267
N: 0.525 1.466 0.180  0.025
N: -0.573 -0.597 -1.219  0.267
O: 0.972 2.443 -0.182  0.340
H: 0.076 -0.145 -1.929  0.100
H: -0.571 -1.647 -1.194  0.104

The value obtained for the HOMO-LUMO gap (alpha / beta) is 7.577 / 8.312 eV. As for the net charge: +1.

## x
DFT (wB97M-V/def2-TZVPD) results for a structure of composition C2H2N3O.

Last column: Löwdin charge in e.
Atoms and positions in Å:
C: -0.749 0.600 -0.016  0.148
C: -0.224 -1.265 0.026  -0.045
N: -1.995 0.711 -0.052  0.096
N: -3.014 0.013 -0.036  -0.038
N: -4.052 -0.394 0.035  0.403
O: -1.184 -1.863 0.029  0.161
H: -0.146 1.473 -0.171  0.113
H: 0.907 -1.311 -0.010  0.161

The value obtained for the HOMO-LUMO gap is 8.391 eV. As for the net charge: +1.

Stability ranking, top entry: x; the second entry is 303.0 kJ/mol less favorable.

## w
DFT (wB97M-V/def2-TZVPD) results for the molecule C6H10OS.

Last column: Löwdin charge in e.
Atoms and positions in Å:
C: 2.159 1.989 -1.118  -0.060
C: 1.583 1.359 -0.107  -0.477
S: 1.492 -0.444 -0.011  1.013
C: -0.181 -0.861 0.099  -0.763
O: -0.397 -2.034 0.245  0.009
C: -1.307 0.137 0.066  -0.415
C: -1.718 0.454 1.507  -0.061
C: -2.488 -0.400 -0.742  -0.064
H: 2.624 1.515 -1.967  0.057
H: 2.063 3.054 -1.208  0.054
H: 1.143 1.942 0.730  0.080
H: -0.910 1.018 -0.406  0.104
H: -0.908 0.864 2.108  0.069
H: -2.613 1.169 1.533  0.108
H: -2.013 -0.466 2.030  0.089
H: -3.396 0.251 -0.780  0.094
H: -2.198 -0.654 -1.747  0.072
H: -2.772 -1.386 -0.310  0.092

The value obtained for the HOMO-LUMO gap is 10.265 eV.

## x
DFT (wB97M-V/def2-TZVPD) results for the molecule C6H10OS.

Last column: Löwdin charge in e.
Atoms and positions in Å:
C: 0.413 0.350 2.578  -0.147
C: 0.923 -0.099 1.217  -0.547
C: 0.509 0.959 0.047  -0.148
C: 0.155 0.069 -1.122  -0.281
C: -0.727 -0.677 -2.115  -0.283
O: -1.917 -0.245 -2.692  -0.025
C: -0.826 -0.989 -0.610  -0.481
S: 0.180 -1.731 0.638  0.894
H: 0.563 -0.380 3.366  0.059
H: 0.874 1.281 2.998  0.090
H: -0.676 0.472 2.537  0.076
H: 2.025 -0.293 1.112  0.102
H: 1.492 1.427 -0.119  0.104
H: -0.270 1.692 0.316  0.118
H: 1.036 -0.442 -1.450  0.108
H: -0.203 -1.188 -2.921  0.143
H: -1.772 0.390 -3.431  0.120
H: -1.779 -0.596 -0.348  0.099

The value obtained for the HOMO-LUMO gap is 8.998 eV.

Stability ranking, top entry: w; the second entry is 252.2 kJ/mol less favorable.